1.
C3H3NO2 | wB97M-V/def2-TZVPD

SMILES string ... COC(=O)C#N
Net charge ... 0
Kohn-Sham gap ... 11.86 eV
Energy relative to the best compared isomer or geometry (same formula, charge and spin) ... 1.722 eV
E_tot ... -321.314377 Ha

Element x y z (Å)
C (0.460, 0.179, 1.084)
O (0.833, 0.522, -0.263)
C (0.117, 0.197, -1.337)
O (0.421, 0.498, -2.453)
C (-1.088, -0.577, -0.962)
N (-1.893, -1.127, -0.343)
H (-0.460, -0.412, 1.149)
H (1.286, -0.395, 1.501)
H (0.324, 1.116, 1.624)

---

2.
C7H17IN2O | wB97M-V/def2-TZVPD

Multiplicity ... 3
Net charge ... +2
Kohn-Sham gap (alpha / beta) ... 6.63 / 6.57 eV
E_tot ... -758.497477 Ha

Element x y z (Å)
C (0.371, 0.784, -1.804)
C (-1.138, 0.538, -1.990)
C (-1.374, 0.504, 0.533)
C (0.058, 0.541, 0.843)
C (0.822, 1.565, -0.565)
C (-0.350, -2.464, 1.680)
C (0.850, -1.543, 1.791)
N (-1.752, -0.101, -0.722)
N (2.279, 1.321, -0.603)
O (0.711, -0.661, 0.673)
I (0.343, 3.630, -0.356)
H (0.882, -0.188, -1.477)
H (0.709, 1.037, -2.879)
H (-1.784, 1.484, -2.124)
H (-1.377, -0.046, -2.923)
H (-1.915, 0.033, 1.502)
H (-1.625, 1.627, 0.531)
H (0.042, 0.908, 1.873)
H (-1.267, -1.952, 2.108)
H (-0.629, -2.807, 0.729)
H (-0.126, -3.229, 2.274)
H (1.688, -2.169, 1.554)
H (0.885, -1.087, 2.810)
H (-2.781, -0.153, -0.831)
H (-1.504, -1.110, -0.866)
H (2.715, 1.079, -1.565)
H (2.377, 0.448, 0.011)
H (2.889, 2.009, -0.205)

---

3.
C22H36O3P2W | wB97M-V/def2-TZVPD

Multiplicity ... 3
Net charge ... +2
Kohn-Sham gap (alpha / beta) ... 5.19 / 4.47 eV
Energy relative to the best compared isomer or geometry (same formula, charge and spin) ... 4.809 eV
E_tot ... -1834.476423 Ha

Element x y z (Å)
P (-0.289, -3.050, -3.544)
P (-0.124, 0.040, -3.314)
C (-0.673, -2.093, -5.094)
C (-0.020, -0.687, -5.043)
H (-1.774, -2.030, -5.174)
H (-0.324, -2.678, -5.962)
H (1.050, -0.682, -5.319)
H (-0.530, 0.053, -5.695)
C (-1.759, 0.883, -3.515)
H (-1.956, 1.561, -2.672)
H (-2.567, 0.142, -3.588)
H (-1.715, 1.468, -4.448)
C (0.930, 1.555, -3.354)
H (0.525, 2.288, -4.069)
H (1.955, 1.305, -3.661)
H (0.953, 2.040, -2.367)
C (-1.223, -4.569, -3.591)
H (-0.720, -5.322, -2.974)
H (-1.298, -4.935, -4.627)
H (-2.233, -4.405, -3.197)
C (1.487, -3.528, -3.759)
H (2.186, -2.854, -3.228)
H (1.708, -3.516, -4.840)
H (1.607, -4.557, -3.376)
W (0.175, -1.684, -1.875)
C (1.188, 2.576, 0.541)
C (0.069, 2.047, 1.063)
C (-1.217, 1.847, 0.333)
C (-1.814, 0.385, 0.125)
C (-1.431, -0.536, -0.998)
C (1.532, -0.520, -0.459)
C (2.496, 0.611, -0.550)
C (2.468, 1.802, 0.510)
C (0.228, -3.279, -0.510)
H (1.191, 3.556, 0.038)
H (0.175, 1.409, 1.945)
H (-1.192, 2.414, -0.619)
H (-1.925, 2.323, 1.037)
H (-1.744, -0.142, 1.101)
H (-2.914, 0.563, -0.035)
H (-2.368, -1.023, -1.358)
H (1.565, -0.940, 0.565)
H (2.377, 1.095, -1.531)
H (3.536, 0.230, -0.513)
H (2.698, 1.465, 1.540)
H (3.266, 2.520, 0.235)
H (1.109, -3.924, -0.643)
H (-0.675, -3.902, -0.521)
H (0.309, -2.796, 0.476)
O (1.400, 3.336, 5.845)
C (0.547, 2.593, 6.443)
C (0.416, 2.594, 7.868)
C (-0.552, 1.827, 8.495)
C (-1.424, 1.008, 7.757)
C (-1.301, 0.941, 6.371)
C (-0.357, 1.706, 5.712)
C (-0.235, 1.568, 4.247)
O (-0.953, 0.806, 3.599)
O (0.688, 2.356, 3.702)
H (1.136, 2.909, 4.464)
H (1.113, 3.222, 8.419)
H (-0.633, 1.877, 9.578)
H (-2.197, 0.422, 8.259)
H (-1.949, 0.311, 5.760)

---

4.
C5H15N4 | wB97M-V/def2-TZVPD

SMILES string ... CC(C)(C)N/C(N)=[NH+]/N
Net charge ... +1
Kohn-Sham gap ... 10.62 eV
Energy relative to the best compared isomer or geometry (same formula, charge and spin) ... 2.264 eV
E_tot ... -418.198644 Ha

Element x y z (Å)
C (-0.804, 0.469, -0.997)
C (0.403, -1.867, 1.550)
C (1.858, -0.595, 0.093)
C (0.651, 0.670, 2.024)
C (0.716, -0.422, 1.020)
N (-0.078, 1.482, -1.260)
N (-0.524, -0.271, 0.094)
N (-1.864, 0.309, -1.736)
N (-2.280, 1.302, -2.509)
H (-0.595, -1.889, 1.849)
H (0.387, -2.510, 0.630)
H (1.184, -2.152, 2.331)
H (2.312, 0.324, -0.229)
H (1.543, -1.350, -0.613)
H (2.801, -1.122, 0.596)
H (0.980, 1.614, 1.565)
H (-0.274, 0.857, 2.595)
H (1.535, 0.467, 2.697)
H (0.780, 1.288, -0.653)
H (-0.882, -1.257, -0.005)
H (-2.356, -0.523, -1.537)
H (-1.924, 1.223, -3.466)
H (-0.339, 2.689, -1.461)
H (-3.230, 1.266, -2.576)